{"formula": "C43H73F9N2O19", "method": "ωB97M-V with the def2-TZVPD basis set", "mol_weight_da": 1093.034, "relative_energy_kcal_mol": 153.3, "spin_multiplicity": 1, "species": ["C", "C", "C", "C", "C", "C", "C", "C", "N", "C", "C", "N", "C", "C", "C", "C", "C", "C", "C", "C", "C", "C", "O", "C", "C", "F", "F", "C", "F", "F", "C", "F", "F", "C", "F", "F", "F", "H", "H", "H", "H", "H", "H", "H", "H", "H", "H", "H", "H", "H", "H", "H", "H", "H", "H", "H", "H", "H", "H", "H", "H", "H", "H", "H", "H", "H", "H", "H", "H", "H", "H", "H", "H", "H", "C", "O", "C", "O", "O", "C", "H", "H", "H", "H", "H", "H", "C", "O", "C", "O", "O", "C", "H", "H", "H", "H", "H", "H", "C", "O", "C", "O", "O", "C", "H", "H", "H", "H", "H", "H", "C", "O", "C", "O", "O", "C", "H", "H", "H", "H", "H", "H", "C", "O", "C", "O", "O", "C", "H", "H", "H", "H", "H", "H", "C", "O", "C", "O", "O", "C", "H", "H", "H", "H", "H", "H"], "coordinates": [[0.4315, 3.5893, 0.6497], [-1.1788, 3.5102, 0.6784], [-1.7003, 1.9707, 0.6491], [-1.2464, 1.2140, -0.7343], [-2.5499, 0.8187, -1.5988], [-2.7558, -0.7957, -1.7766], [-2.5214, -1.2746, -3.3274], [-1.0423, -0.6940, -3.6891], [0.1038, -0.3195, -3.8593], [-3.6246, -0.7013, -4.3514], [-4.9720, -0.1743, -3.6539], [-5.9656, 0.1886, -3.0762], [-3.1223, 0.4739, -5.3360], [-2.3945, -0.0955, -6.6960], [-0.8671, 0.3899, -6.8666], [0.0235, -0.9699, -7.0976], [1.5835, -0.7852, -6.7394], [2.2247, -1.9671, -5.8552], [1.6582, -3.4411, -6.1721], [2.5990, -4.6414, -5.6023], [2.1378, -5.1889, -4.1580], [2.3331, -4.1292, -2.9533], [2.8819, -4.7285, -1.7353], [3.0039, -3.6314, -0.7706], [-2.3294, -2.8934, -3.4103], [-1.8699, -3.1383, -4.7740], [-1.2494, -3.2877, -2.5627], [-3.6827, -3.7374, -3.2366], [-4.1795, -4.0355, -4.5695], [-4.7451, -3.0744, -2.5637], [-3.3562, -5.1823, -2.5784], [-4.5331, -5.9942, -2.8407], [-2.2859, -5.8742, -3.2611], [-3.1752, -5.1701, -0.9787], [-3.0523, -3.8829, -0.3942], [-1.9237, -5.8477, -0.7078], [-4.1697, -5.9635, -0.3017], [0.8383, 3.0548, 1.5889], [0.7137, 4.6986, 0.5867], [0.9074, 3.0684, -0.2565], [-1.6736, 4.0268, -0.2383], [-1.5483, 3.9721, 1.6621], [-1.1646, 1.3985, 1.4946], [-2.8303, 1.8759, 0.8294], [-0.6667, 2.0072, -1.3552], [-0.5352, 0.3356, -0.5523], [-3.5210, 1.2236, -1.1055], [-2.5011, 1.3552, -2.6286], [-1.9146, -1.2777, -1.1397], [-3.7868, -1.0792, -1.3718], [-3.9531, -1.5779, -5.0433], [-2.5226, 1.3107, -4.8272], [-4.0897, 0.9890, -5.7305], [-2.9736, 0.3183, -7.6163], [-2.5522, -1.2301, -6.7116], [-0.7810, 0.9785, -7.8574], [-0.4654, 1.0490, -6.0219], [-0.4859, -1.7661, -6.4212], [-0.1519, -1.2852, -8.1976], [1.6808, 0.1865, -6.1231], [2.1562, -0.5771, -7.7303], [3.3600, -1.9936, -6.1145], [2.1550, -1.8017, -4.7242], [1.3868, -3.5923, -7.2864], [0.6486, -3.5524, -5.6001], [3.7133, -4.3159, -5.5779], [2.5123, -5.5416, -6.3312], [1.0565, -5.6110, -4.1636], [2.8088, -6.1038, -3.8921], [3.1033, -3.3539, -3.3184], [1.3051, -3.6896, -2.6956], [2.2349, -2.7835, -0.9644], [2.8612, -4.0716, 0.2947], [4.0581, -3.1454, -0.7806], [1.5312, 6.7949, 4.8105], [2.7325, 7.4458, 4.3975], [3.4481, 6.7599, 3.4844], [3.1556, 5.6857, 3.0160], [4.5478, 7.4806, 3.1841], [5.4043, 6.8685, 2.2210], [1.0382, 7.4350, 5.5437], [0.8556, 6.6582, 3.9626], [1.7556, 5.8366, 5.2850], [4.8822, 6.7347, 1.2706], [5.7819, 5.9131, 2.5929], [6.2529, 7.5345, 2.0575], [-3.3155, 7.0050, 8.7355], [-2.3680, 6.7653, 9.7745], [-1.0869, 6.7655, 9.3641], [-0.7039, 6.9458, 8.2322], [-0.3064, 6.5298, 10.4342], [1.0901, 6.5018, 10.1449], [-4.3116, 6.9825, 9.1799], [-3.1584, 7.9903, 8.2901], [-3.2593, 6.2230, 7.9744], [1.4227, 7.4672, 9.7555], [1.3219, 5.6998, 9.4400], [1.6207, 6.3049, 11.0777], [4.3802, 10.1953, 4.9600], [3.6063, 10.6355, 6.0759], [4.2000, 10.4484, 7.2676], [5.2893, 9.9576, 7.4495], [3.3683, 10.9033, 8.2238], [3.8726, 10.7674, 9.5507], [3.8064, 10.3939, 4.0538], [5.3206, 10.7493, 4.9006], [4.5662, 9.1219, 5.0199], [4.7928, 11.3435, 9.6744], [4.0395, 9.7151, 9.7939], [3.1222, 11.1648, 10.2359], [5.3044, -1.8587, 5.6499], [5.2105, -2.4617, 4.3609], [4.5413, -3.6295, 4.3450], [4.0404, -4.1734, 5.3007], [4.5280, -4.0849, 3.0794], [3.8458, -5.3273, 2.9104], [5.8618, -0.9269, 5.5432], [4.3107, -1.6239, 6.0391], [5.8469, -2.5084, 6.3410], [2.7939, -5.2309, 3.1902], [4.3304, -6.1149, 3.4922], [3.8973, -5.5984, 1.8548], [5.5515, -10.2994, 0.7431], [4.5781, -10.3781, -0.2963], [3.5676, -9.4979, -0.1741], [3.4360, -8.6867, 0.7116], [2.7296, -9.6785, -1.2103], [1.6018, -8.8039, -1.2101], [6.3159, -11.0516, 0.5427], [6.0284, -9.3163, 0.7511], [5.0983, -10.5175, 1.7132], [1.9222, -7.7612, -1.2798], [0.9913, -8.9622, -0.3177], [0.9970, -9.0382, -2.0875], [-12.2200, -1.7884, -4.7361], [-11.2721, -2.0236, -3.6969], [-9.9902, -2.0184, -4.1073], [-9.6082, -1.8372, -5.2396], [-9.2093, -2.2503, -3.0374], [-7.8119, -2.2727, -3.3265], [-13.2161, -1.8147, -4.2920], [-12.0667, -0.8027, -5.1820], [-12.1603, -2.5706, -5.4968], [-7.4841, -1.3086, -3.7155], [-7.5771, -3.0750, -4.0313], [-7.2798, -2.4669, -2.3941]], "forces_ev_per_angstrom": [[-0.604, -0.023, -0.122], [-0.286, -1.145, -0.236], [1.355, -0.499, 0.077], [-0.747, 1.443, -0.247], [-0.511, -0.115, -0.402], [0.928, 0.608, 0.167], [1.477, 0.638, 1.256], [3.773, 0.810, -0.357], [-6.767, -2.104, 1.091], [-1.185, 0.197, -0.719], [-2.011, 0.505, 2.192], [5.139, -1.555, -2.963], [-0.972, 0.373, -1.367], [-0.501, 1.176, 0.181], [0.301, -1.295, -1.303], [-0.615, 0.413, 0.659], [-0.389, 0.606, 0.103], [0.999, -0.727, -0.904], [-0.738, -0.203, 0.819], [-0.466, -0.216, -0.294], [0.752, -0.733, 0.716], [0.071, -0.425, -1.079], [-0.766, 1.970, -0.259], [0.408, 0.085, 1.017], [1.551, 1.787, -1.891], [-0.944, 0.124, 3.106], [-2.902, 0.446, -1.660], [-0.808, -1.198, -1.593], [1.108, 0.892, 3.343], [2.837, -1.546, -1.348], [-1.877, -2.279, -1.437], [2.825, 2.052, 0.713], [-2.757, 2.457, 2.049], [2.029, -1.900, 2.751], [-0.830, -3.330, -1.736], [-3.280, 1.924, -0.634], [2.679, 2.901, -2.074], [-0.518, 1.174, -1.409], [-0.104, -1.699, 0.414], [-0.892, 0.734, 1.250], [0.971, -0.571, 1.641], [0.471, -0.436, -1.576], [-0.932, 0.979, -1.007], [1.687, 0.268, -0.364], [-0.829, -1.504, 1.020], [-1.169, 1.191, -0.242], [1.777, -0.653, -0.757], [-0.070, -1.085, 1.668], [-1.613, 0.519, -1.094], [1.521, 0.130, -0.870], [0.420, 1.546, 1.224], [-0.748, -1.547, -0.579], [1.571, -0.884, 0.959], [0.776, -0.752, 1.742], [0.643, 1.540, -0.050], [-0.193, -0.657, 1.709], [-0.723, -1.163, -1.081], [1.195, 1.227, -1.175], [0.415, 0.354, 1.816], [-0.134, -1.488, -0.947], [-0.770, -0.675, 1.767], [-1.813, 0.101, 0.538], [-0.112, 0.070, -1.724], [0.752, 0.328, 1.714], [1.573, 0.190, -1.064], [-1.860, -0.533, 0.037], [0.241, 1.521, 1.190], [1.712, 0.917, -0.166], [-1.039, 1.544, -0.469], [-1.388, -0.780, 0.556], [1.575, -0.180, -0.443], [1.129, -1.537, 0.364], [0.103, 0.757, -1.887], [-1.632, -0.857, -0.252], [-0.499, -0.146, 0.253], [0.529, -0.203, -0.498], [-0.118, -0.001, 0.081], [0.194, 0.610, 0.234], [-0.511, -0.199, 0.196], [0.332, -0.162, -0.316], [0.282, 0.077, -0.110], [0.175, -0.127, 0.060], [-0.028, 0.057, -0.207], [0.007, -0.130, 0.177], [-0.185, 0.049, -0.109], [-0.231, 0.088, 0.216], [-0.362, 0.080, -0.295], [0.565, -0.026, -0.041], [-0.047, -0.012, 0.109], [-0.176, -0.100, 0.533], [-0.411, 0.088, -0.348], [0.464, -0.018, -0.023], [0.264, -0.050, 0.192], [0.089, -0.192, -0.048], [0.109, 0.183, 0.020], [-0.081, -0.164, -0.112], [-0.056, 0.203, -0.036], [-0.328, 0.015, 0.001], [0.313, -0.198, -0.404], [0.115, 0.045, 0.666], [-0.056, -0.009, -0.245], [-0.570, 0.263, -0.022], [0.189, -0.129, -0.360], [0.085, -0.002, 0.398], [-0.146, 0.033, 0.300], [-0.054, -0.129, 0.132], [0.073, 0.262, 0.061], [-0.023, -0.212, -0.059], [0.148, 0.137, -0.089], [-0.061, 0.009, -0.317], [0.062, 0.234, 0.370], [-0.216, -0.414, -0.130], [-0.004, -0.048, -0.097], [0.273, 0.317, -0.487], [0.086, 0.362, 0.481], [-0.216, -0.465, -0.166], [-0.053, -0.182, -0.266], [0.117, -0.184, 0.020], [-0.214, 0.006, -0.045], [0.171, -0.047, 0.130], [-0.166, 0.136, 0.039], [0.152, 0.226, 0.112], [0.336, -0.020, 0.294], [-0.425, 0.281, -0.053], [-0.048, -0.023, -0.135], [0.090, -0.393, -0.387], [0.440, -0.061, 0.388], [-0.391, 0.333, -0.065], [-0.251, 0.029, -0.206], [-0.178, -0.067, 0.098], [0.019, 0.187, -0.103], [-0.020, -0.103, 0.166], [0.167, 0.115, -0.029], [0.275, -0.177, 0.051], [-0.334, 0.071, -0.274], [0.485, -0.021, -0.037], [0.091, -0.004, 0.120], [-0.226, -0.104, 0.568], [-0.508, 0.022, -0.357], [0.391, -0.046, -0.148], [0.259, -0.048, 0.193], [0.089, -0.192, -0.053], [0.109, 0.187, 0.013], [-0.198, -0.295, -0.044], [-0.077, 0.130, -0.031], [-0.346, 0.061, 0.012]]}